270
Properties=species:S:1:pos:R:3:forces:R:3:lowdin_charge:R:1 method="wB97M-V/def2-TZVPD" max_force_ha_per_bohr=0.10888 smiles=CC1(C)CCCC(C)(C)N1O.CC1(C)CCCC(C)(C)N1O.CC1(C)CCCC(C)(C)N1O.CC1(C)CCCC(C)(C)N1O.CC1(C)CCCC(C)(C)N1O.CC1(C)CCCC(C)(C)N1O.CC1(C)CCCC(C)(C)N1O.CC1(C)CCCC(C)(C)N1O.CC1(C)CCCC(C)(C)N1O lumo_ev=0.44 gap_ev=8.3 e_homo_ev=-7.903 mol_weight_da=1415.31
C 1.136835 -3.214182 1.952521 -0.20 -0.90 -0.42 -0.034
C 0.189775 -2.811112 0.769771 -0.26 0.09 0.32 -0.415
C -0.480665 -4.049872 0.054051 0.88 -0.12 1.34 -0.039
C -0.963395 -1.986992 1.445531 -0.37 1.19 -0.63 -0.143
C -0.591745 -0.492802 1.728741 0.37 -2.09 -0.21 -0.172
C -0.067205 0.046148 0.440431 0.66 1.01 -0.84 -0.156
C 1.187075 -0.645262 -0.212689 -0.92 0.65 -0.97 -0.512
C 1.198935 -0.215322 -1.667399 0.29 1.42 -1.04 -0.058
C 2.415435 -0.145412 0.526461 0.48 -0.88 1.78 -0.028
N 0.883185 -2.059982 -0.381849 -1.45 -0.86 2.26 -0.108
O 1.946855 -2.819572 -0.973479 -0.50 0.41 0.83 -0.016
H 1.799505 -4.004782 1.600521 0.39 0.20 0.12 0.074
H 1.686595 -2.447062 2.497881 0.23 0.47 -0.87 0.067
H 0.593815 -3.632922 2.799791 -0.57 -0.41 -0.32 0.074
H -1.136415 -4.660642 0.674571 -0.12 0.42 0.66 0.075
H -1.108345 -3.785502 -0.796959 0.57 0.25 -0.20 0.082
H 0.323905 -4.758992 -0.140689 0.00 0.08 -0.83 0.069
H -1.859555 -2.045312 0.827801 -0.02 0.18 -0.33 0.107
H -1.281135 -2.398392 2.403601 0.36 -0.59 -0.09 0.108
H -1.435705 0.108838 2.066151 0.02 -0.22 0.21 0.114
H 0.147425 -0.632072 2.517621 0.22 0.90 0.14 0.101
H 0.196195 1.103208 0.476801 0.29 0.17 0.46 0.115
H -0.921365 0.122998 -0.232329 0.01 -0.70 -0.46 0.116
H 0.185305 -0.329182 -2.051719 0.19 -0.19 -0.30 0.085
H 1.936725 -0.690812 -2.313689 -0.18 -0.82 0.30 0.080
H 1.502685 0.811668 -1.870179 -0.28 0.55 0.64 0.083
H 2.396205 -0.498652 1.557451 -0.27 -0.35 0.26 0.061
H 2.400975 0.926218 0.725151 0.10 0.14 -0.85 0.086
H 3.394605 -0.512992 0.219541 -0.15 0.24 -0.73 0.087
H 1.526735 -3.034702 -1.809439 0.24 -0.22 -0.23 0.097
C -4.255725 -0.355162 10.369431 0.83 0.80 1.28 -0.047
C -5.695945 -0.789712 10.357091 -1.60 -1.41 -1.10 -0.468
C -6.327795 -0.754642 8.868831 1.09 0.86 1.28 -0.019
C -5.725175 -2.296542 10.717011 -0.28 0.53 1.36 -0.151
C -5.598655 -2.626962 12.233661 -0.68 0.56 -0.95 -0.170
C -6.626075 -1.829422 13.030771 0.34 1.23 -0.19 -0.146
C -6.665295 -0.299432 12.713751 -0.90 1.22 0.42 -0.415
C -8.043165 0.215608 13.338491 1.17 -0.03 0.30 -0.040
C -5.474335 0.487888 13.449761 -0.81 -0.41 -0.65 -0.017
N -6.686655 -0.087702 11.227871 1.05 -5.22 1.73 -0.178
O -6.823845 1.162738 10.866721 -0.24 4.14 -0.84 -0.001
H -3.629335 -0.750582 9.569821 -0.40 0.33 -0.43 0.091
H -4.139305 0.714768 10.542031 -0.08 0.26 -0.83 0.087
H -3.741525 -0.716782 11.259891 -0.15 -0.48 0.26 0.061
H -6.001175 0.113728 8.296681 0.35 0.05 0.04 0.070
H -5.979815 -1.653562 8.359961 -0.40 0.05 -0.15 0.075
H -7.409805 -0.633152 8.919951 -0.06 -0.70 0.07 0.074
H -6.702115 -2.693722 10.441411 0.11 -0.16 -0.49 0.116
H -4.889365 -2.793002 10.224031 -0.31 -0.13 -0.41 0.117
H -5.932525 -3.664172 12.262221 0.73 -0.25 0.51 0.106
H -4.569375 -2.466352 12.554401 -0.08 -0.27 0.28 0.104
H -6.481305 -1.850512 14.110911 0.21 -0.39 0.05 0.112
H -7.617575 -2.246472 12.854401 -0.09 0.07 -0.19 0.114
H -8.120755 1.299798 13.419791 0.16 0.08 -0.46 0.070
H -8.031855 -0.103372 14.380711 0.05 -0.19 0.15 0.070
H -8.974515 -0.175832 12.929281 0.30 -0.16 -0.50 0.076
H -4.555745 0.112068 12.999171 0.20 0.22 0.48 0.055
H -5.472595 0.439648 14.538691 -0.04 -1.07 0.09 0.073
H -5.505605 1.575838 13.390711 -0.24 0.07 -1.05 0.073
H -7.555415 1.147038 10.245311 -0.24 0.41 -0.05 0.109
C 3.920395 5.656758 -11.232539 0.74 0.41 -0.23 -0.026
C 3.860925 6.214868 -9.792499 0.15 0.03 0.30 -0.483
C 2.768685 5.508738 -8.957789 -0.08 0.74 -0.15 -0.033
C 5.195935 5.952898 -9.073139 0.80 -1.10 -0.01 -0.162
C 6.330605 6.873548 -9.499119 -0.87 -0.65 0.90 -0.183
C 5.848685 8.293538 -9.229509 1.20 -0.80 -0.66 -0.157
C 4.577815 8.724368 -9.946779 -0.25 1.14 -1.34 -0.476
C 4.211955 10.129028 -9.320009 -0.89 -0.64 0.02 -0.034
C 4.933665 9.026298 -11.455489 0.27 -0.18 0.83 -0.029
N 3.560375 7.683418 -9.778019 -0.43 -0.35 1.43 -0.097
O 2.291705 7.939538 -10.405669 1.46 0.01 0.36 -0.003
H 4.620745 6.215738 -11.853139 -0.35 0.83 -0.07 0.063
H 4.444595 4.711418 -11.372739 -0.75 -0.66 0.72 0.086
H 2.925775 5.660838 -11.678419 0.15 -0.25 -0.18 0.081
H 2.562485 6.179508 -8.123739 0.10 -0.21 0.24 0.087
H 1.814695 5.414398 -9.476529 0.14 -0.18 -0.22 0.076
H 3.111585 4.541558 -8.590269 -0.06 -0.03 -0.12 0.082
H 5.166435 5.852728 -7.988149 -0.71 1.29 0.39 0.119
H 5.461685 4.900228 -9.169979 -0.01 -0.31 -1.11 0.113
H 7.204235 6.730878 -8.863109 0.03 -0.22 0.11 0.112
H 6.697285 6.665178 -10.504219 -0.35 0.29 -0.27 0.109
H 6.751325 8.792228 -9.582569 -0.48 1.36 0.18 0.122
H 5.743775 8.403388 -8.150149 -0.03 0.15 -0.02 0.126
H 5.001815 10.847938 -9.537719 0.13 -0.17 0.13 0.076
H 4.019945 10.095028 -8.247589 0.50 -0.37 0.18 0.076
H 3.281455 10.582288 -9.661799 -0.05 -0.30 -0.68 0.074
H 5.457725 8.188538 -11.915499 0.17 0.06 0.05 0.061
H 5.597745 9.887008 -11.376269 0.12 -0.05 -0.54 0.073
H 4.113305 9.283738 -12.125439 -0.28 0.07 0.36 0.077
H 2.491635 7.729948 -11.320929 -0.37 0.12 -0.62 0.069
C 3.434875 10.163938 0.921931 -0.75 0.39 -1.15 -0.028
C 1.869885 9.987378 1.075701 -0.18 1.02 0.42 -0.503
C 1.609545 8.957248 2.176641 -0.46 0.35 -0.76 -0.025
C 1.291585 11.346118 1.531931 1.13 1.08 0.70 -0.149
C -0.193965 11.638508 1.500231 0.17 -1.57 0.71 -0.198
C -0.589745 11.339618 0.104401 -0.95 0.03 -0.15 -0.176
C -0.212995 9.959008 -0.463639 0.56 -0.02 -0.41 -0.473
C -1.174645 8.854318 0.056731 0.33 0.37 0.77 -0.022
C -0.409485 10.114328 -2.008049 0.14 -1.92 0.05 -0.040
N 1.223645 9.743178 -0.209559 0.73 0.52 -0.57 -0.106
O 1.775125 8.601138 -0.861209 -0.67 -0.24 0.45 -0.013
H 3.726515 10.896218 0.169061 -0.71 0.32 -0.43 0.073
H 3.929705 10.610288 1.784491 -0.22 -0.79 0.52 0.080
H 3.898145 9.270888 0.502461 0.03 -0.32 0.78 0.074
H 2.143525 9.277108 3.071441 0.37 -0.57 -0.08 0.085
H 0.554585 8.996538 2.448001 -0.08 -0.30 -0.08 0.064
H 1.865045 7.995788 1.731211 0.14 -0.27 0.74 0.088
H 1.725515 11.554838 2.509801 0.09 0.08 0.13 0.117
H 1.727805 12.056958 0.830131 0.18 0.33 0.06 0.117
H -0.807095 11.019618 2.155331 0.30 -0.53 0.33 0.107
H -0.526425 12.627208 1.816531 0.69 0.36 -0.27 0.118
H -0.124385 12.107008 -0.514189 -0.37 0.00 -0.40 0.126
H -1.677375 11.395758 0.149241 -0.19 0.22 -1.01 0.122
H -1.157305 8.755228 1.142071 -0.26 0.96 0.34 0.060
H -0.955555 7.799018 -0.105879 0.19 0.18 -1.37 0.083
H -2.161955 9.174538 -0.276099 -0.20 -0.59 0.09 0.083
H -1.379185 10.529598 -2.282499 0.15 0.26 0.18 0.085
H -0.404755 9.096758 -2.398719 -0.35 -0.29 -0.12 0.072
H 0.407365 10.527848 -2.599549 0.03 0.85 0.59 0.083
H 2.017835 8.926128 -1.731309 0.15 0.10 -0.08 0.093
C -11.836135 4.607728 6.798261 1.13 0.72 -0.97 -0.035
C -11.096235 5.921748 6.272411 -1.93 0.05 0.68 -0.461
C -11.856465 6.391598 4.994961 0.47 0.50 -0.44 -0.035
C -11.301375 6.970838 7.439831 0.04 -0.71 -1.21 -0.158
C -10.450205 8.193338 7.401891 1.60 0.10 -0.07 -0.192
C -8.932005 7.857268 7.205941 -0.93 -1.21 0.16 -0.102
C -8.704085 6.851188 5.995241 -0.09 1.20 -0.29 -0.499
C -8.826755 7.707278 4.768591 -0.51 0.13 -1.48 -0.057
C -7.266925 6.335288 6.061691 0.20 -0.77 1.54 -0.048
N -9.672275 5.709638 6.062021 0.99 0.02 1.27 -0.093
O -9.397335 4.773148 5.017511 -0.45 0.61 0.06 -0.013
H -11.800855 3.882138 5.985631 0.28 -0.37 0.21 0.070
H -11.350555 4.267808 7.713011 0.01 -0.25 -0.13 0.074
H -12.902845 4.740418 6.978891 0.10 0.56 0.12 0.077
H -12.081545 7.456178 5.059251 -0.12 0.11 0.03 0.069
H -11.249025 6.292338 4.095371 0.24 -0.17 0.11 0.072
H -12.784735 5.883428 4.733861 -0.06 -0.20 0.55 0.076
H -12.301285 7.388008 7.320491 -0.42 -0.70 0.38 0.118
H -11.154135 6.512748 8.417871 -0.26 -0.36 -0.10 0.116
H -10.822445 8.874598 6.636761 0.25 0.16 -0.08 0.104
H -10.640575 8.636588 8.379331 0.39 0.58 -0.09 0.110
H -8.529885 7.361118 8.089251 -0.32 -0.21 0.33 0.107
H -8.320285 8.757268 7.143471 -0.05 -0.02 -0.61 0.112
H -8.090475 8.509968 4.809841 -0.21 0.19 0.06 0.089
H -9.839655 8.085738 4.631111 0.10 0.43 0.21 0.068
H -8.630525 7.182088 3.833821 0.16 -0.39 0.05 0.087
H -7.294015 5.783528 7.001331 0.53 -0.41 0.12 0.079
H -6.492245 7.088488 6.205391 -0.43 0.55 -0.03 0.085
H -6.837095 5.675508 5.308001 -0.82 -0.01 -0.37 0.081
H -9.160435 3.983528 5.509421 0.09 -0.12 0.00 0.101
C -6.759615 1.030068 -7.931819 -0.60 0.03 -0.53 -0.053
C -6.634795 1.684168 -6.555479 0.07 -1.93 -0.30 -0.504
C -5.967155 0.645618 -5.606519 -0.38 0.14 -0.28 -0.030
C -5.721585 2.907028 -6.678749 -0.76 -0.05 0.78 -0.128
C -6.047435 3.929128 -5.595639 0.56 1.14 -0.04 -0.184
C -7.510335 4.339608 -5.469819 1.04 -1.39 -1.51 -0.135
C -8.338225 3.087178 -5.182719 1.00 -0.75 1.23 -0.532
C -8.147545 2.659028 -3.716329 -0.31 -0.50 0.30 -0.020
C -9.725345 3.495938 -5.383739 -2.48 0.68 -0.88 -0.080
N -8.024485 1.963378 -6.125069 0.64 2.55 -0.83 -0.103
O -8.776475 0.803748 -5.876469 0.32 0.10 0.42 -0.012
H -7.372345 1.635528 -8.599709 -0.09 0.37 0.11 0.082
H -5.824115 0.903508 -8.476719 0.23 -0.30 0.39 0.085
H -7.311955 0.094368 -7.845389 0.36 -0.26 -0.04 0.076
H -5.844325 1.122978 -4.634339 0.25 -0.34 0.15 0.076
H -6.566025 -0.261932 -5.530329 -0.39 0.27 0.29 0.075
H -5.030925 0.255278 -6.005529 0.31 0.52 0.02 0.082
H -4.709975 2.533258 -6.520459 0.08 0.08 0.00 0.117
H -5.710175 3.325688 -7.685079 -0.46 0.18 0.00 0.117
H -5.693725 3.561708 -4.632319 0.17 0.07 0.04 0.100
H -5.507565 4.842558 -5.845239 0.42 0.04 0.31 0.110
H -7.802065 4.705448 -6.454269 -0.21 0.15 -0.18 0.120
H -7.664645 5.170868 -4.781849 -0.08 -0.42 0.35 0.130
H -8.987375 3.036088 -3.132719 0.31 0.41 0.29 0.080
H -7.185005 2.937468 -3.287289 -0.13 0.21 0.05 0.073
H -8.237615 1.580598 -3.586039 0.06 -0.13 -0.32 0.079
H -10.013605 4.441948 -4.925419 0.39 -0.07 0.80 0.092
H -10.460385 2.755268 -5.068749 -0.04 -0.09 -0.19 0.091
H -9.874245 3.791378 -6.422319 -0.13 -0.63 -0.39 0.090
H -9.400355 0.792638 -6.606019 -0.14 -0.05 -0.07 0.107
C 6.134055 -15.042482 4.331311 -1.99 0.46 0.01 -0.019
C 5.543035 -14.306692 3.109111 1.74 -0.24 0.26 -0.511
C 6.737985 -13.681282 2.443021 0.50 1.04 -1.45 -0.067
C 5.009625 -15.329722 2.082561 -0.15 1.14 -0.11 -0.164
C 3.604125 -15.721602 2.318231 -1.41 0.48 0.30 -0.189
C 2.642055 -14.479732 2.492891 1.23 -0.30 0.53 -0.076
C 3.141525 -13.411312 3.575371 -0.27 -1.30 -0.74 -0.522
C 2.477175 -12.070332 3.315601 -0.33 0.45 -1.37 -0.045
C 2.782515 -13.899862 4.928771 -0.70 -1.41 1.63 -0.051
N 4.574745 -13.227302 3.396311 -0.19 -0.79 -1.98 -0.117
O 5.056145 -12.202042 4.202531 0.45 -0.20 0.94 -0.008
H 5.363485 -15.796522 4.491771 0.55 -0.58 0.83 0.068
H 7.132575 -15.431632 4.132271 -0.29 -0.11 0.17 0.083
H 6.098975 -14.319172 5.145981 0.41 -0.28 0.26 0.083
H 6.378165 -13.407562 1.451201 0.29 0.76 -0.11 0.078
H 7.178365 -12.828552 2.959761 -0.35 0.11 0.09 0.085
H 7.588815 -14.327312 2.226611 -0.25 -0.58 0.34 0.085
H 4.996015 -14.839712 1.109011 0.32 0.07 -0.19 0.115
H 5.642135 -16.213892 2.003441 0.31 0.18 0.22 0.131
H 3.279795 -16.330172 1.474101 -0.29 0.06 -0.09 0.109
H 3.520165 -16.390342 3.174871 -0.14 0.12 0.32 0.103
H 1.691405 -14.949042 2.746101 -0.25 0.62 0.33 0.109
H 2.496635 -13.903652 1.579071 0.21 -0.32 -0.34 0.108
H 2.964885 -11.651772 2.435231 0.73 0.54 0.28 0.086
H 2.446765 -11.383412 4.161361 0.21 -0.09 -0.11 0.088
H 1.494105 -12.097702 2.845561 -0.57 -0.69 0.75 0.083
H 3.118285 -13.324882 5.791771 -0.05 0.51 -0.31 0.089
H 3.139795 -14.904892 5.153191 0.46 -0.20 -0.35 0.076
H 1.706105 -14.061832 4.985571 -0.25 0.48 0.15 0.088
H 4.971775 -11.401112 3.680051 0.09 0.07 -0.25 0.102
C 0.609215 -7.395172 -7.824069 0.23 -1.18 -0.61 -0.013
C 1.861155 -7.197042 -8.691989 1.69 -1.11 -0.25 -0.507
C 3.171145 -7.686072 -7.924169 -0.72 0.29 0.56 -0.028
C 1.835805 -8.033812 -9.996249 -2.35 -0.80 -0.92 -0.129
C 0.815665 -7.503052 -11.077519 1.43 0.28 1.69 -0.160
C 1.384935 -6.158932 -11.465299 -0.31 -0.05 -0.07 -0.162
C 1.510085 -5.192832 -10.266499 0.30 2.05 0.23 -0.468
C 2.476595 -4.080492 -10.759599 1.76 -0.99 0.33 -0.055
C 0.208015 -4.437312 -10.039409 -1.56 -0.57 0.80 -0.051
N 2.020705 -5.829402 -9.009159 0.57 0.52 -3.67 -0.154
O 2.173295 -4.977082 -7.938609 -0.04 0.31 0.41 0.014
H 0.951565 -7.251142 -6.799299 -0.83 0.17 0.09 0.084
H -0.248635 -6.816052 -8.165829 0.37 0.73 0.39 0.078
H 0.216635 -8.397902 -7.992909 0.32 -0.44 0.57 0.078
H 4.119045 -7.615992 -8.457729 -0.35 -0.02 -0.68 0.079
H 3.357375 -7.089792 -7.030939 -0.35 0.18 0.19 0.065
H 3.068805 -8.704222 -7.548659 -0.16 -0.15 -0.20 0.079
H 2.700725 -8.306292 -10.601029 0.88 0.85 0.74 0.115
H 1.471585 -9.022622 -9.717499 -0.07 -0.14 0.35 0.106
H 0.849865 -8.207892 -11.908269 -0.63 0.09 0.02 0.112
H -0.143315 -7.351552 -10.582029 -0.35 -0.43 -0.46 0.103
H 0.787475 -5.666882 -12.232799 -0.25 0.20 0.11 0.120
H 2.330805 -6.342922 -11.974789 0.42 0.17 0.35 0.116
H 2.694455 -3.230002 -10.113599 -0.65 -0.06 0.31 0.079
H 2.299905 -3.703972 -11.767129 -0.53 -0.14 0.07 0.083
H 3.428295 -4.609002 -10.814739 0.44 0.11 -0.22 0.076
H -0.604275 -5.159392 -9.956199 -0.42 -0.03 -0.47 0.069
H -0.024675 -3.670402 -10.778199 0.10 -0.38 -0.40 0.085
H 0.086345 -3.910482 -9.092969 0.87 0.00 0.25 0.082
H 3.132185 -4.964832 -7.894109 0.18 0.54 0.50 0.104
C 12.018095 -1.801432 4.314621 1.17 2.32 0.51 -0.055
C 11.551275 -3.181912 4.569151 0.45 -2.13 -0.46 -0.483
C 11.422975 -3.429992 6.111951 0.07 -0.07 -1.11 -0.026
C 10.128285 -3.393742 4.013061 -0.88 0.60 -0.19 -0.157
C 9.949265 -3.724182 2.552571 2.15 -1.77 -1.08 -0.161
C 10.919555 -4.937012 2.236831 -0.44 0.90 0.22 -0.147
C 12.421285 -4.716762 2.567731 -1.33 0.65 -0.30 -0.481
C 12.983145 -6.122912 2.476851 1.74 0.23 0.55 -0.054
C 12.969615 -3.764242 1.415751 -0.38 -0.76 1.69 -0.005
N 12.483655 -4.223522 3.973271 -2.78 -0.32 -0.45 -0.126
O 13.745885 -4.160322 4.512071 1.15 0.19 0.03 -0.009
H 12.848595 -1.516392 4.960461 0.35 -0.47 0.20 0.082
H 12.404075 -1.498992 3.341141 -0.47 -0.57 -0.42 0.086
H 11.294285 -1.048352 4.626171 -0.47 -0.10 -0.20 0.087
H 12.316555 -3.150832 6.670241 -0.02 -0.08 -0.12 0.078
H 10.566325 -2.862602 6.475701 0.06 0.11 0.09 0.082
H 11.194815 -4.489902 6.224261 0.12 0.00 0.25 0.083
H 9.563545 -4.100782 4.620741 0.08 0.08 0.18 0.118
H 9.704905 -2.390282 4.056851 -0.56 -0.13 0.86 0.110
H 9.006915 -4.130372 2.185031 -0.51 0.56 0.73 0.109
H 10.153265 -2.801112 2.009961 0.20 -0.24 -0.54 0.099
H 10.843165 -5.340222 1.227041 0.08 0.56 -0.43 0.115
H 10.524865 -5.786422 2.794351 0.10 0.07 0.60 0.107
H 12.416485 -6.849532 3.059101 -0.27 -0.01 -0.39 0.088
H 13.984635 -6.153682 2.906011 0.28 0.08 0.14 0.073
H 13.187975 -6.393752 1.441091 -0.62 -0.30 0.00 0.084
H 13.831075 -3.182202 1.743201 -0.01 -0.04 -0.03 0.075
H 12.111565 -3.119272 1.226351 0.46 0.26 -0.56 0.060
H 13.241815 -4.394642 0.569231 -0.15 0.33 -0.17 0.072
H 13.866225 -5.072852 4.784851 0.43 0.01 0.40 0.097